C6H9NO as an isolated structure in a non-equilibrium geometry. Source: the OMol25 dataset; level of theory: the ωB97M-V functional and the def2-TZVPD basis.

The geometry in XYZ format:
```
17
Properties=species:S:1:pos:R:3:forces:R:3:lowdin_charge:R:1
C 0.696743 0.317600 -0.496374 -1.25 0.84 4.64 -0.40
C -0.052365 0.868041 0.765726 1.16 1.60 2.13 -0.26
C -0.645515 -0.589631 1.128988 0.13 -0.90 -1.03 -0.02
C -0.440468 -0.602094 -0.473594 -3.80 4.13 3.13 -0.63
C -1.504177 0.534212 -0.894731 1.33 -0.24 2.51 0.06
C -1.272755 1.493033 0.136768 0.19 0.89 -3.92 -0.05
H 2.371334 -0.403491 1.158154 -2.36 0.82 -5.47 0.26
H 2.179561 -0.307726 -0.928173 3.27 -1.23 1.16 0.07
H 0.895840 0.774396 -1.458392 -0.17 1.01 0.18 0.16
H 0.709579 1.470720 1.433728 -2.07 -0.93 -0.78 0.15
H -0.036629 -1.488370 1.541608 -0.54 2.06 -0.30 0.12
H -1.760395 -0.740712 1.460100 2.25 0.89 -0.56 0.13
H 0.537622 -2.172086 -0.650362 1.91 -0.31 0.98 0.09
H -1.859413 0.326818 -1.891547 -1.12 1.04 0.05 0.10
H -1.364839 2.690708 0.139878 -0.52 -3.12 -0.11 0.14
N 1.769758 -0.428158 -0.009480 4.39 -1.59 2.38 -0.01
O -0.223880 -1.743261 -0.962296 -2.79 -4.95 -4.97 0.09
```
Forces are in eV/Å.

Summary:
HOMO energy ... -8.53 eV
Max |F| ... 7.55 eV/Å
DFT total energy ... -363.73922 Ha

=====

A 2-piece molecular cluster, CHClO2S overall in a non-equilibrium geometry. Source: the OMol25 dataset; level of theory: the ωB97M-V functional and the def2-TZVPD basis.

The geometry in XYZ format:
```
6
Properties=species:S:1:pos:R:3:forces:R:3:lowdin_charge:R:1
C -0.134320 1.251133 0.267074 0.29 0.72 0.15 -0.52
O 1.416175 -0.198443 1.475067 0.42 -0.43 0.32 -0.65
O -1.251660 1.458628 0.230140 -0.71 -0.03 -0.29 0.17
S 1.460930 1.031566 0.628112 -0.03 -0.13 -0.18 0.85
Cl -0.448184 -1.681951 -0.710929 -0.59 -0.34 -1.30 0.32
H -1.042940 -1.860934 -1.889464 0.62 0.22 1.30 -0.18
```
Forces are in eV/Å.

Summary:
HOMO energy ... -8.93 eV
Max |F| ... 1.47 eV/Å
DFT total energy ... -1047.48685 Ha

=====

One molecule with the formula C4H7ClN2O in a non-equilibrium geometry. Source: the OMol25 dataset; level of theory: the ωB97M-V functional and the def2-TZVPD basis.

The geometry in XYZ format:
```
15
Properties=species:S:1:pos:R:3:forces:R:3:lowdin_charge:R:1
C -0.253402 0.062281 0.646753 -1.37 -0.29 1.56 -0.42
C 0.861724 0.668626 1.432337 -2.94 0.76 3.73 -0.12
C 0.456380 -0.280247 -0.550134 1.83 -1.15 -4.95 -0.38
C -0.124415 0.480530 -1.748327 0.95 -1.05 -0.44 -0.47
H -1.512699 -1.574800 0.716707 1.27 0.69 0.37 0.10
H -1.416661 -0.752397 2.087411 0.93 -0.31 -0.54 0.10
H -1.089032 0.675397 0.372864 -0.20 1.24 0.06 0.13
H 0.880271 1.029892 2.561831 -0.34 -0.69 -2.68 0.17
H 0.485617 -1.306763 -0.926971 -0.44 -0.25 0.91 0.14
H -0.429988 1.456159 -1.422182 -0.35 0.52 -0.41 0.08
H 0.647781 0.490461 -2.533577 -0.61 0.25 0.15 0.09
N -0.797005 -1.080418 1.312048 -2.38 -1.72 1.39 0.04
N 1.929385 0.595024 0.862939 5.73 0.29 -1.70 0.06
O 1.904373 0.028019 -0.435317 -2.57 0.94 2.21 -0.06
Cl -1.542330 -0.491766 -2.376381 0.48 0.76 0.34 0.54
```
Forces are in eV/Å.

Summary:
HOMO energy ... -9.99 eV
Max |F| ... 5.98 eV/Å
DFT total energy ... -801.46004 Ha

=====

AlBH20O8 as an isolated structure in a non-equilibrium geometry. Source: the OMol25 dataset; level of theory: the ωB97M-V functional and the def2-TZVPD basis.

The geometry in XYZ format:
```
30
Properties=species:S:1:pos:R:3:forces:R:3:lowdin_charge:R:1
Al -2.357000 1.073417 3.770731 0.01 0.01 0.15 0.99
B -0.553744 0.092228 -0.778760 -0.19 -0.14 -0.07 -0.01
H -0.527721 1.113273 -0.430861 -0.37 5.57 -1.09 0.05
H -1.531112 -0.120412 -1.183468 -5.44 -0.32 0.50 0.06
H 0.248590 -0.030251 -1.489733 5.45 0.12 -1.38 0.05
H -0.381734 -0.576064 0.050725 0.66 -5.22 1.95 0.05
O -0.264606 -5.363925 -1.070011 -0.34 0.06 0.27 0.03
H 0.607735 -5.710600 -1.257255 0.38 -0.33 -0.08 0.06
H -0.240897 -4.464788 -1.397479 -0.03 0.28 -0.19 0.04
O 2.094455 -0.833434 4.372534 -0.31 0.21 -0.28 -0.06
H 2.389345 -1.685628 4.051536 0.05 -0.29 0.01 0.03
H 2.733837 -0.595539 5.043978 0.18 0.09 0.26 0.04
O 2.051732 3.443262 -2.978400 0.16 -0.19 -0.23 0.07
H 1.696381 2.701191 -2.489224 -0.06 -0.35 0.13 0.04
H 1.696359 4.214352 -2.536409 -0.11 0.54 0.08 0.06
O -2.403590 -4.072458 2.829043 0.13 0.49 0.04 -0.02
H -2.118627 -4.530572 2.038384 0.15 -0.24 -0.26 0.04
H -3.173744 -4.558567 3.123666 -0.27 -0.21 0.18 0.05
O -1.553855 -0.717118 -5.530051 0.20 0.13 -0.20 0.08
H -1.168656 -0.402102 -4.712362 0.22 0.27 0.24 0.04
H -2.208512 -1.359113 -5.255260 -0.44 -0.39 -0.07 0.07
O 1.870703 3.710469 2.280793 -0.41 -0.31 -0.05 -0.03
H 2.004951 4.367874 1.598129 0.04 0.31 -0.16 0.04
H 2.744843 3.553078 2.637642 0.32 -0.05 0.20 0.05
O 4.263267 -0.123388 0.168611 0.14 0.16 -0.24 0.05
H 3.351187 0.087166 -0.031401 -0.30 0.13 -0.13 0.04
H 4.217013 -0.668889 0.953801 0.16 -0.28 0.39 0.06
O -4.266132 3.674320 -0.311813 0.32 -0.28 0.28 -0.03
H -4.847280 4.433239 -0.261448 -0.21 0.32 0.06 0.05
H -4.373190 3.348979 -1.205638 -0.07 -0.08 -0.31 0.04
```
Forces are in eV/Å.

Summary:
HOMO energy ... -16.45 eV
Max |F| ... 5.69 eV/Å
Charge ... +2
DFT total energy ... -880.09313 Ha

=====

One molecule with the formula C4H8O2. Source: the OMol25 dataset; level of theory: the ωB97M-V functional and the def2-TZVPD basis.

The geometry in XYZ format:
```
14
Properties=species:S:1:pos:R:3:forces:R:3:lowdin_charge:R:1
C -0.534590 0.730838 -0.406079 0.12 0.13 0.00 -0.11
C -0.830665 0.122161 0.982996 -0.02 0.00 0.10 -0.14
C 0.477572 -0.609482 1.335301 -0.15 -0.10 0.23 -0.19
O 1.475808 0.023792 0.549231 0.10 -0.04 -0.04 -0.07
C 0.903529 0.229774 -0.706314 -0.26 0.51 0.01 -0.42
O 0.847496 -0.973742 -1.434119 -0.21 -0.02 -0.12 0.01
H -1.281574 0.432690 -1.157502 0.34 0.01 0.07 0.11
H -0.544417 1.821987 -0.384160 0.01 -0.08 0.08 0.11
H -0.072363 -1.028575 -1.705782 0.12 -0.49 -0.26 0.08
H -1.684825 -0.562229 0.976519 0.14 0.12 -0.04 0.11
H -1.044811 0.909565 1.709563 0.04 -0.11 -0.07 0.11
H 0.769024 -0.513217 2.382793 -0.04 -0.02 -0.13 0.12
H 0.422867 -1.673829 1.073726 -0.02 0.14 0.07 0.12
H 1.554301 0.937842 -1.230839 -0.17 -0.05 0.09 0.15
```
Forces are in eV/Å.

Summary:
HOMO energy ... -10.29 eV
Max |F| ... 0.57 eV/Å
DFT total energy ... -307.67537 Ha

=====

An isolated ion of composition C8H12N2O4 and charge -2 in a non-equilibrium geometry. Source: the OMol25 dataset; level of theory: the ωB97M-V functional and the def2-TZVPD basis.

The geometry in XYZ format:
```
26
Properties=species:S:1:pos:R:3:forces:R:3:lowdin_charge:R:1
C -0.109194 1.571471 -0.218210 -2.04 1.09 0.65 -0.35
C 1.814634 -1.892449 -0.087026 -0.44 -0.25 0.33 -0.73
C -0.425399 0.307820 0.581797 2.41 -1.04 -1.26 -0.41
C 0.550054 -1.448843 -0.853666 -2.01 -1.02 -0.32 -0.16
C -0.523551 2.947927 0.316644 -1.94 -2.06 2.22 -0.07
C 0.802180 0.080936 1.551031 -0.55 1.39 -0.87 -0.03
C -1.721687 0.125149 1.287866 -0.01 2.39 1.49 -0.07
C 0.318238 -2.292422 -2.062772 1.09 -1.06 -1.17 -0.04
N -0.509615 -0.832093 -0.444160 0.43 0.65 0.61 -0.16
N 0.454126 1.427905 -1.342179 0.81 0.53 -1.75 -0.11
O 2.915585 -1.580013 -0.550410 0.15 -0.10 0.19 -0.03
O -1.716323 -0.977332 -0.960605 0.82 -0.16 -0.67 -0.19
O 0.735013 2.490415 -2.108414 -0.19 -0.34 0.69 -0.37
O 1.492380 -2.679190 0.852843 0.69 0.19 -0.57 -0.09
H -0.570306 3.635266 -0.444080 0.85 1.63 -1.99 0.00
H 0.153970 3.223514 1.133661 -0.19 0.44 -0.05 0.06
H -1.632810 3.041663 0.692354 1.80 -0.76 -0.10 0.08
H 1.811153 0.588474 1.176169 -2.25 -1.59 0.76 0.14
H 0.756540 -0.978845 1.783574 0.89 0.10 0.29 0.05
H 0.376885 0.631079 2.384935 0.69 0.32 0.72 0.05
H -1.951194 0.992446 1.927330 -0.17 0.45 -0.64 0.07
H -1.560617 -0.562274 2.087491 -0.24 -1.58 0.09 0.07
H -2.446676 -0.072384 0.511492 -0.49 -0.30 0.49 0.07
H 1.007921 -1.906345 -2.841314 -0.64 0.02 0.04 0.09
H -0.682692 -2.523963 -2.427418 -0.15 1.27 0.16 0.06
H 0.661388 -3.317913 -1.946934 0.68 -0.21 0.66 0.07
```
Forces are in eV/Å.

Summary:
HOMO energy ... 0.56 eV
Max |F| ... 3.60 eV/Å
Charge ... -2
DFT total energy ... -722.31271 Ha

=====

| no. | molar mass (g mol⁻¹) |
| --- | --- |
| 1 | 111.1 |
| 2 | 112.5 |
| 3 | 134.6 |
| 4 | 185.9 |
| 5 | 88.1 |
| 6 | 200.2 |